(1)
Computed, not measured: C22H19FeNO9 as an isolated structure at a distorted geometry, with the ωB97M-V functional and the def2-TZVPD basis.

```
52
Properties=species:S:1:pos:R:3:forces:R:3
O 1.3467 -2.9947 1.5533 -1.534 2.730 -0.751
C 0.9578 -1.9381 1.2636 1.970 -3.725 1.059
Fe 0.7578 -0.2476 0.8030 -3.008 1.308 0.319
C 1.8203 0.4323 2.0642 4.331 -0.465 3.246
O 2.7173 0.5365 2.7930 -2.636 0.307 -1.792
C 2.0154 -0.3746 -0.3764 5.078 -1.241 -2.683
O 3.0270 -0.5991 -0.9076 -2.828 0.810 0.993
C -2.0443 0.3516 1.8998 1.484 -1.391 0.559
C -2.1627 -0.8397 1.0100 -0.048 0.254 -0.408
C -1.0479 -0.8182 -0.0333 -1.347 -0.728 -0.742
C -0.6939 0.4466 -0.5693 0.266 -0.689 -0.488
C -0.4277 1.4234 0.4062 -0.956 0.394 0.354
C -0.9029 1.1332 1.7320 -0.562 1.563 0.516
H -2.6200 0.3696 2.8176 0.124 0.149 -0.042
H -2.1602 -1.7950 1.5700 0.026 0.514 0.045
H -3.1559 -0.8145 0.5093 0.382 -0.108 0.007
H -0.9781 -1.7213 -0.6553 -0.309 0.642 -0.027
H -0.4937 0.6022 -1.6293 0.298 -0.073 0.362
H 0.0168 2.3938 0.1796 -0.023 -0.337 0.066
H -0.5400 1.7698 2.5527 -0.493 -0.093 -0.512
C -4.5316 4.5700 3.5541 0.017 0.016 0.157
C -3.4728 3.4941 3.7239 0.392 -0.252 0.068
C -2.7029 3.5840 5.0454 -0.288 -0.052 -0.465
O -4.0583 2.1772 3.6895 -0.143 0.022 -0.526
C -4.5466 1.7399 2.4698 -0.749 -0.503 0.966
O -5.3553 0.8292 2.4432 0.810 0.629 0.161
C -3.9819 2.3476 1.2952 -1.162 1.103 -0.188
C -4.6881 2.2069 0.0081 0.057 -0.792 -0.911
C -5.7947 3.2448 -0.1878 0.851 -0.484 0.582
C -5.5086 4.4759 -0.7964 -0.365 1.200 -0.065
C -6.5059 5.4273 -0.9775 1.278 -0.384 -0.234
C -7.8140 5.1366 -0.5448 -1.396 1.131 -0.439
N -8.8656 6.0623 -0.8151 0.809 -0.702 0.249
O -10.0301 5.7772 -0.4496 -0.017 -0.239 0.170
O -8.5923 7.1262 -1.4184 0.289 0.063 -0.048
C -8.1075 3.9228 0.1061 0.346 -1.240 0.374
C -7.0945 2.9852 0.2736 -1.067 0.541 0.421
C -2.9381 3.3255 1.3959 0.902 0.962 -0.077
O -2.3892 3.8409 0.4348 -0.123 -0.533 0.931
O -2.4829 3.6023 2.6729 -0.386 -0.081 -0.392
H -5.0560 4.4756 2.5926 0.096 0.059 0.258
H -5.2554 4.4863 4.3738 0.111 0.029 -0.253
H -4.0442 5.5511 3.6079 -0.164 -0.207 -0.071
H -1.9938 2.7520 5.1111 -0.132 0.158 -0.005
H -2.1592 4.5322 5.0878 -0.125 -0.159 -0.001
H -3.4105 3.5228 5.8776 0.154 0.016 -0.139
H -3.9369 2.3352 -0.7794 -0.250 -0.248 -0.097
H -5.1325 1.2048 0.0026 0.114 0.111 -0.334
H -4.4830 4.6901 -1.0993 -0.250 -0.004 0.004
H -6.3082 6.3834 -1.4561 -0.087 -0.269 0.111
H -9.1234 3.7395 0.4496 0.284 0.063 -0.140
H -7.2951 2.0462 0.7929 -0.021 0.224 -0.148
```
Forces are in eV/Å.

HOMO-LUMO gap (alpha / beta)   1.9 / 2.8 eV
2S+1   5

***

(2)
Computed, not measured: C11H16ClGaO2Tb as an isolated structure at a distorted geometry, with the ωB97M-V functional and the def2-TZVPD basis.

```
32
Properties=species:S:1:pos:R:3:forces:R:3
Tb 0.8363 -0.3364 -2.1979 -0.599 1.084 0.048
Cl 2.1749 -2.4152 -1.8984 0.581 -1.076 0.463
C 2.4373 1.1155 -3.0222 0.579 0.319 -0.285
C -0.4934 -0.9041 -4.0072 -0.364 -0.369 -0.590
H 2.2012 1.4631 -4.0369 0.059 0.039 0.009
H 2.5846 2.0011 -2.3894 0.017 0.003 -0.035
H 3.3900 0.5676 -3.0660 0.038 0.128 -0.067
H -0.3290 -0.2177 -4.8512 -0.061 -0.057 0.026
H -1.5717 -0.9278 -3.7970 0.017 -0.005 -0.067
H -0.1908 -1.9125 -4.3334 -0.115 0.096 -0.081
Ga -0.8456 0.7172 0.5688 -1.136 -0.067 -1.822
C -1.8292 -0.9475 0.9219 -0.144 -0.301 0.261
C -0.6998 1.4079 -1.2009 0.026 0.276 0.257
H -2.8591 -0.8435 0.5485 0.263 -0.110 0.124
H -1.3560 -1.7900 0.3956 -0.166 0.126 0.149
H -1.8564 -1.1772 1.9964 -0.062 -0.070 -0.256
H -1.6211 1.3281 -1.8122 0.299 -0.134 0.380
H -0.2969 2.4288 -1.3071 0.025 -0.356 0.032
O -0.8696 1.7186 2.2654 1.734 -0.315 0.934
C 0.3059 1.2310 2.5153 -0.704 -0.228 -1.696
O 0.8820 0.5356 1.5882 -0.565 1.037 1.532
C 0.9169 1.3827 3.8324 0.073 -0.087 0.379
C 2.0940 0.6851 4.1026 0.003 0.129 0.335
C 2.5870 0.6727 5.4043 -0.121 0.192 0.121
C 1.9085 1.3739 6.4117 -0.011 0.091 -0.293
C 0.7521 2.1083 6.1116 0.195 -0.087 0.011
C 0.2420 2.1060 4.8156 0.307 -0.071 0.265
H 2.5919 0.1607 3.2890 -0.159 0.060 0.230
H 3.4993 0.1194 5.6303 -0.260 0.163 0.005
H 2.2964 1.3680 7.4319 -0.118 -0.012 -0.280
H 0.2498 2.6820 6.8914 0.134 -0.201 -0.167
H -0.6662 2.6465 4.5506 0.238 -0.199 0.079
```
Forces are in eV/Å.

HOMO-LUMO gap (alpha / beta)   6.6 / 6.3 eV
Charge   -1
2S+1   7
Energy relative to the best compared isomer or geometry (same formula, charge and spin)   0.0 kcal/mol

***

(3)
Computed, not measured: C22H23BrN5O2RuS3 as an isolated structure at a distorted geometry, with the ωB97M-V functional and the def2-TZVPD basis.

```
57
Properties=species:S:1:pos:R:3:forces:R:3
Ru -0.0252 -0.5390 0.0886 0.089 -0.360 0.197
S 1.2476 -0.8635 2.0069 0.230 -0.369 0.148
C 0.2266 0.1697 2.9062 -0.105 0.099 0.155
S -0.8116 0.8557 1.7274 0.048 0.328 0.401
C 0.1966 0.3644 4.2698 0.049 -0.061 0.152
C -0.7671 1.2441 4.8469 0.219 -0.108 -0.114
N -1.5582 1.9615 5.2781 -0.100 0.003 0.044
C 1.0935 -0.3500 5.1177 -0.157 0.325 -0.012
N 1.7962 -0.9450 5.8107 0.075 -0.077 -0.016
C -1.7709 2.4240 -2.8403 -0.046 -0.002 -0.011
C -1.4180 1.0893 -2.2425 -0.199 -0.298 0.030
O -0.8632 1.0978 -1.1352 0.256 0.167 -0.218
C -1.7552 -0.1445 -2.9364 -0.043 0.348 -0.042
C -2.7374 -0.1385 -3.9448 -0.010 -0.051 -0.038
C -3.0976 -1.2908 -4.5970 0.074 0.013 0.045
C -2.4485 -2.4882 -4.2563 -0.021 -0.006 0.005
C -1.4690 -2.5208 -3.2956 -0.091 -0.032 -0.102
C -1.0874 -1.3477 -2.6104 0.346 -0.029 0.275
O -0.0903 -1.3984 -1.7689 -0.008 -0.574 -0.671
H -1.2744 3.2054 -2.2714 -0.003 0.002 0.000
H -2.8489 2.5879 -2.7863 -0.002 -0.013 0.010
H -1.4814 2.4718 -3.8895 0.003 0.004 0.003
H -3.2327 0.7906 -4.1956 0.002 0.005 -0.009
H -3.8606 -1.2757 -5.3618 -0.025 -0.012 0.004
H -2.7275 -3.4065 -4.7584 0.007 -0.003 -0.022
H -0.9593 -3.4388 -3.0351 0.000 -0.006 0.001
Br 4.1992 0.4379 -4.8128 0.057 0.013 -0.109
C 3.3249 0.2385 -3.1634 -0.020 0.021 0.025
C 2.7141 1.3293 -2.5694 0.059 -0.013 0.072
C 2.0694 1.1257 -1.3645 0.170 0.011 0.229
N 1.9977 -0.0682 -0.7603 -0.530 0.642 -0.725
C 2.6056 -1.0997 -1.3510 0.066 -0.062 0.320
C 3.2962 -0.9960 -2.5421 0.041 0.013 0.062
H 2.7361 2.3078 -3.0258 0.001 0.003 0.002
H 1.5863 1.9467 -0.8493 -0.061 -0.035 -0.056
H 2.5285 -2.0509 -0.8381 -0.085 -0.007 -0.068
H 3.7727 -1.8604 -2.9793 0.004 -0.002 0.008
C -0.3400 -3.1057 4.3171 -0.036 -0.020 -0.067
N -0.6409 -3.4003 2.9126 0.169 -0.045 0.011
C 0.3781 -4.2246 2.2702 -0.124 -0.001 -0.011
C -1.5371 -2.7028 2.2120 -0.017 0.092 -0.097
S -1.3463 -2.4662 0.4857 -0.093 0.133 0.187
N -2.6179 -2.2309 2.8335 -0.144 0.032 0.010
C -3.5332 -1.2892 2.1937 0.041 0.034 -0.083
C -3.1788 -2.8613 4.0263 -0.012 -0.020 -0.020
H 0.7323 -2.9402 4.3997 -0.004 -0.016 0.014
H -0.6267 -3.9308 4.9701 0.015 0.000 0.028
H -0.8416 -2.1932 4.6262 0.039 -0.052 0.004
H 0.6258 -5.0315 2.9597 0.003 -0.010 -0.020
H 1.2733 -3.6367 2.0701 0.039 0.032 -0.007
H 0.0027 -4.6415 1.3422 -0.012 -0.001 -0.013
H -2.9924 -0.6362 1.5145 -0.088 -0.098 0.091
H -3.9875 -0.6853 2.9780 -0.002 0.019 -0.009
H -4.3111 -1.8286 1.6487 -0.011 0.002 0.007
H -2.6811 -3.8047 4.2287 -0.062 0.028 -0.019
H -4.2325 -3.0600 3.8268 -0.007 0.007 0.025
H -3.1059 -2.2142 4.9009 0.015 0.006 -0.005
```
Forces are in eV/Å.

HOMO-LUMO gap (alpha / beta)   7.0 / 7.0 eV
2S+1   2
Energy relative to the best compared isomer or geometry (same formula, charge and spin)   36.5 kcal/mol